(1)
2 unconnected molecules or ions with the total composition C9H14 in a non-equilibrium geometry. Source: OMol25; level of theory: ωB97M-V/def2-TZVPD.

LUMO energy	1.0	eV
largest force on an atom	4.9	eV Å⁻¹

Last column: natural (NBO) charge in e.
Element x y z (Å)
C (1.90859, -0.57306, -1.33032)  -0.64
C (0.43282, -0.67504, -1.31814)  0.02
C (-0.18133, -1.44324, -0.29147)  -0.26
C (-1.57166, -1.48568, -0.33682)  -0.16
C (-2.33177, -0.61456, -1.17133)  -0.25
C (-1.70349, 0.13745, -2.08866)  -0.19
C (-0.30138, 0.01655, -2.31151)  -0.24
H (2.03771, -0.01696, -0.44187)  0.23
H (2.15542, 0.10933, -2.23568)  0.21
H (2.39921, -1.57324, -1.44125)  0.23
H (0.46177, -2.06287, 0.38659)  0.22
H (-2.14003, -2.41488, 0.29075)  0.21
H (-3.32624, -0.78700, -1.17377)  0.21
H (-2.41186, 0.64665, -2.70672)  0.21
H (0.28571, 0.50923, -3.04051)  0.21
C (0.87689, 0.68929, 2.76523)  -0.65
C (0.26005, 1.91954, 2.21031)  -0.64
H (0.31660, 0.52028, 3.73455)  0.22
H (0.66847, -0.28820, 2.20886)  0.21
H (1.92214, 0.45049, 2.62278)  0.23
H (-0.67412, 2.29522, 2.45311)  0.22
H (0.01542, 1.80875, 1.14098)  0.21
H (0.90108, 2.83194, 2.07492)  0.21

---

(2)
2 unconnected molecules or ions with the total composition C9H14. Source: OMol25; level of theory: ωB97M-V/def2-TZVPD.

LUMO energy	1.0	eV
largest force on an atom	0.9	eV Å⁻¹

Last column: natural (NBO) charge in e.
Element x y z (Å)
C (-1.81819, -0.77271, 1.73264)  -0.63
C (-0.38106, -0.35599, 1.84948)  -0.01
C (0.22120, 0.31536, 0.78332)  -0.22
C (1.55075, 0.69560, 0.82560)  -0.20
C (2.26806, 0.51584, 2.00463)  -0.22
C (1.71326, -0.21216, 3.03626)  -0.20
C (0.38425, -0.63405, 2.96867)  -0.22
H (-1.96235, -1.44666, 0.88450)  0.22
H (-2.46980, 0.08713, 1.56765)  0.22
H (-2.16948, -1.34436, 2.59015)  0.22
H (-0.41381, 0.57502, -0.05727)  0.21
H (2.03794, 1.17048, -0.02362)  0.21
H (3.29555, 0.86402, 2.08071)  0.21
H (2.27296, -0.40547, 3.94089)  0.21
H (0.05624, -1.19336, 3.83690)  0.21
C (-0.78824, -0.34325, -3.10284)  -0.61
C (-0.38448, 0.88784, -3.92360)  -0.61
H (-1.10590, -1.16657, -3.75622)  0.20
H (0.04134, -0.81617, -2.57819)  0.21
H (-1.55044, -0.05414, -2.37986)  0.20
H (-0.22382, 1.72554, -3.23813)  0.20
H (-1.15666, 1.17403, -4.63529)  0.21
H (0.58268, 0.73403, -4.40638)  0.20

---

(3)
2 unconnected molecules or ions with the total composition C9H14 in a non-equilibrium geometry. Source: OMol25; level of theory: ωB97M-V/def2-TZVPD.

LUMO energy	1.0	eV
largest force on an atom	1.8	eV Å⁻¹

Last column: natural (NBO) charge in e.
Element x y z (Å)
C (-1.07929, -1.82942, 3.69762)  -0.63
C (-0.72865, -1.21192, 2.34902)  -0.02
C (-1.69896, -0.72259, 1.49101)  -0.21
C (-1.37692, -0.25736, 0.21815)  -0.21
C (-0.06426, -0.36508, -0.20547)  -0.22
C (0.96452, -0.75608, 0.66061)  -0.22
C (0.60535, -1.16295, 1.92959)  -0.21
H (-1.57065, -1.04273, 4.26262)  0.22
H (-0.20773, -2.23406, 4.20738)  0.22
H (-1.71631, -2.70014, 3.53907)  0.22
H (-2.72120, -0.70862, 1.85880)  0.20
H (-2.12903, 0.19010, -0.41469)  0.21
H (0.01800, -0.13300, -1.25925)  0.21
H (1.96369, -0.71102, 0.25443)  0.22
H (1.43232, -1.43720, 2.57786)  0.21
C (1.60853, 1.38682, -3.28445)  -0.62
C (0.54229, 2.44829, -3.06374)  -0.62
H (2.53523, 1.67344, -3.76793)  0.21
H (1.83513, 0.93010, -2.31229)  0.20
H (1.19297, 0.48877, -3.75376)  0.21
H (-0.00839, 2.20915, -2.15013)  0.21
H (-0.23594, 2.45139, -3.83384)  0.20
H (0.83928, 3.49409, -3.00061)  0.21

---

Number 1: HOMO level -8.947 eV. Number 2: HOMO level -9.039 eV. Number 3: HOMO level -9.015 eV.